10
Properties=species:S:1:pos:R:3:forces:R:3 method="wB97M-V/def2-TZVPD" gap_ev=9.655 homo_ev=-9.27 e_above_lowest_ev=2.319 e_lumo_ev=0.4
C -0.577 0.260 -0.960 0.21 -0.82 0.65
C 0.492 -0.617 -0.392 1.44 -1.20 0.42
C 0.059 -0.912 1.105 0.03 -0.61 -2.18
C -0.169 1.401 -0.395 0.34 3.31 -0.29
O 0.394 -1.842 1.767 -0.07 0.09 0.42
S 1.457 0.910 0.220 -1.30 -0.31 -1.03
H -1.523 -0.156 -1.315 0.27 0.71 -0.23
H 1.061 -1.457 -0.950 -1.03 1.56 1.00
H -0.682 -0.112 1.242 -0.21 -0.06 1.42
H -0.511 2.525 -0.323 0.32 -2.67 -0.19


113
Properties=species:S:1:pos:R:3:forces:R:3 method="wB97M-V/def2-TZVPD" gap_ev="7.007 / 6.804" s2=0.764 homo_ev="-7.89 / -7.89" multiplicity=2 e_lumo_ev="-0.9 / -1.1"
Ru -0.465 0.541 -0.958 -2.05 -0.70 -0.84
C -4.946 0.238 -2.120 0.28 -0.19 0.03
C -3.450 0.213 -2.059 -0.54 -0.15 3.08
N -2.818 0.171 -0.890 2.25 1.17 -1.30
N -3.409 0.131 0.279 -1.69 0.15 -0.31
C -2.570 0.021 1.308 2.22 -0.51 -1.00
O -1.321 -0.153 1.142 -0.86 -0.09 0.50
C -3.102 0.049 2.673 -0.29 0.12 0.71
C -2.197 0.053 3.739 -0.02 0.00 -0.41
C -2.652 0.121 5.039 -0.04 -0.02 0.15
C -4.013 0.181 5.297 0.00 0.01 -0.06
C -4.916 0.174 4.243 -0.14 -0.02 0.20
C -4.470 0.108 2.938 0.29 -0.01 -0.20
C -2.615 0.223 -3.192 2.19 0.17 -1.40
C -3.082 0.164 -4.532 -0.18 0.01 1.19
C -2.195 0.136 -5.570 1.32 0.05 -0.01
C -0.811 0.192 -5.295 -0.90 -0.06 -0.27
C -0.406 0.267 -3.982 0.29 -0.12 -0.16
N -1.251 0.275 -2.954 -0.63 0.05 0.30
H -5.328 0.228 -1.104 -0.04 -0.01 0.00
H -5.325 -0.633 -2.652 -0.15 -0.06 -0.08
H -5.296 1.138 -2.619 -0.05 0.11 -0.13
H -1.140 0.025 3.516 0.04 0.02 -0.02
H -1.942 0.137 5.852 0.04 0.00 0.08
H -4.367 0.243 6.315 -0.05 0.00 0.07
H -5.976 0.226 4.444 -0.08 0.00 0.02
H -5.160 0.109 2.111 -0.10 0.01 -0.09
H -4.145 0.130 -4.712 -0.06 -0.01 0.04
H -2.531 0.067 -6.595 -0.09 0.03 -0.02
H -0.084 0.175 -6.090 0.09 0.01 -0.05
H 0.651 0.304 -3.721 -0.17 0.05 -0.03
C 3.037 -0.475 1.445 -0.05 0.04 -0.25
C 2.781 0.489 0.290 0.11 1.21 0.67
C 4.077 1.123 -0.205 -0.22 -0.23 0.16
O 2.103 -0.149 -0.788 -0.39 -0.16 -0.39
C 1.829 1.622 0.869 1.78 -1.09 -0.62
O 2.335 2.480 1.563 -0.04 0.34 0.35
O 0.616 1.457 0.599 -2.11 0.15 -0.29
H 3.731 -1.263 1.147 0.04 -0.11 -0.05
H 2.099 -0.917 1.785 -0.09 -0.05 0.04
H 3.480 0.071 2.275 0.00 0.05 0.02
H 4.835 0.360 -0.378 0.11 -0.09 -0.09
H 4.426 1.822 0.551 0.07 0.03 -0.01
H 3.895 1.662 -1.131 -0.02 0.09 -0.09
H 2.246 -1.101 -0.715 -0.12 0.14 -0.13
C -0.275 -3.933 2.940 0.12 -0.21 -0.10
C -0.032 -5.400 2.571 -0.03 -0.14 0.04
C 1.211 -5.901 3.322 -0.19 0.13 -0.19
C -1.232 -6.211 3.087 0.21 0.03 -0.13
C 0.126 -5.635 1.026 0.24 0.35 -0.02
O -0.060 -7.019 0.753 -0.08 -0.37 -0.13
C 1.510 -5.289 0.408 -0.27 0.10 0.13
C 2.180 -3.930 0.661 -0.02 -0.26 -0.11
C 3.368 -3.762 -0.250 -0.04 0.11 0.08
C 4.633 -4.185 0.142 -0.07 0.07 -0.08
C 5.733 -4.010 -0.680 0.03 0.03 -0.07
C 5.576 -3.380 -1.905 -0.25 -0.07 0.14
Cl 6.955 -3.100 -2.907 0.15 0.01 -0.14
C 4.321 -2.971 -2.326 0.16 0.02 -0.03
C 3.227 -3.174 -1.504 0.09 -0.15 0.07
C -1.040 -4.992 0.214 -0.05 -0.85 0.44
N -0.712 -3.839 -0.568 0.05 0.91 0.03
C -0.616 -2.562 -0.189 -0.11 -0.02 -0.24
N -0.306 -1.812 -1.232 -0.13 0.14 0.61
C -0.229 -2.696 -2.253 -0.07 0.02 0.41
N -0.463 -3.926 -1.878 0.06 -0.80 -0.79
H -0.256 -3.835 4.023 -0.02 0.05 0.11
H -1.254 -3.592 2.609 -0.11 0.10 -0.05
H 0.485 -3.273 2.538 0.12 0.19 -0.04
H 1.058 -5.766 4.391 0.00 -0.05 0.10
H 2.105 -5.349 3.047 0.14 0.01 0.00
H 1.384 -6.962 3.146 0.08 -0.12 0.01
H -1.328 -6.070 4.161 -0.04 0.08 0.13
H -1.105 -7.271 2.890 -0.04 -0.06 0.04
H -2.161 -5.895 2.622 -0.18 0.03 -0.04
H 0.620 -7.523 1.213 0.00 0.02 -0.01
H 1.392 -5.417 -0.673 0.05 -0.07 0.07
H 2.205 -6.067 0.737 0.00 -0.03 -0.03
H 2.523 -3.858 1.694 -0.08 0.10 0.01
H 1.474 -3.120 0.484 0.18 0.04 0.11
H 4.771 -4.647 1.110 -0.02 -0.05 0.10
H 6.708 -4.353 -0.371 0.12 0.03 0.03
H 4.201 -2.485 -3.281 0.03 0.03 -0.12
H 2.250 -2.877 -1.861 -0.08 0.02 0.05
H -1.871 -4.736 0.871 0.01 0.00 -0.09
H -1.374 -5.761 -0.485 0.00 0.19 0.07
H -0.771 -2.187 0.804 -0.08 0.03 0.18
H -0.001 -2.425 -3.264 0.02 0.00 -0.22
C 1.688 8.233 -0.044 -0.22 -0.02 -0.10
C 0.297 8.364 -0.676 0.07 0.15 -0.01
C -0.612 9.046 0.360 0.13 -0.08 -0.14
C 0.406 9.241 -1.930 -0.01 -0.10 0.20
C -0.296 7.010 -1.049 -0.10 0.02 -0.06
C -1.662 6.912 -1.332 0.05 0.09 0.01
C -2.307 5.706 -1.564 0.05 -0.43 -0.03
C -1.535 4.565 -1.508 0.81 0.70 0.05
O -1.886 3.248 -1.586 -0.65 -0.22 -0.32
B -0.712 2.536 -1.416 0.27 -0.67 0.91
O 0.365 3.396 -1.319 0.59 0.23 -0.19
C -0.153 4.654 -1.319 -0.83 0.38 -0.08
C 0.485 5.858 -1.091 -0.07 -0.41 -0.06
H 2.012 9.205 0.322 0.04 0.09 0.00
H 2.428 7.887 -0.760 0.11 -0.09 -0.08
H 1.663 7.545 0.798 0.07 -0.09 0.12
H -0.123 9.933 0.757 0.03 0.13 0.03
H -0.815 8.363 1.182 -0.04 -0.01 0.12
H -1.557 9.354 -0.076 -0.14 0.03 -0.01
H 0.819 10.213 -1.667 0.05 0.16 -0.02
H -0.571 9.391 -2.384 -0.13 0.04 -0.08
H 1.055 8.773 -2.666 0.07 -0.03 -0.09
H -2.266 7.805 -1.354 -0.04 0.15 0.04
H -3.368 5.661 -1.758 -0.11 0.00 0.03
H 1.547 5.863 -0.923 0.14 0.04 0.12


101
Properties=species:S:1:pos:R:3:forces:R:3 method="wB97M-V/def2-TZVPD" gap_ev=4.745 homo_ev=-3.36 total_charge=-1 e_lumo_ev=1.4
C 2.462 -0.907 -0.470 6.48 2.33 -0.39
C 3.615 -0.273 -0.644 -4.25 -3.08 0.72
N 5.004 0.289 -0.697 -3.38 -1.85 0.08
C 5.929 -0.856 -0.315 0.16 -0.81 0.55
B 6.315 -1.840 -1.565 1.12 -0.73 0.23
C 5.893 -1.623 -3.124 -0.16 0.03 -0.50
O 7.142 -3.029 -1.271 -2.58 0.52 -0.04
C 7.212 -0.282 0.497 2.23 2.78 5.23
O 8.443 -0.396 0.128 -4.01 -0.34 -0.39
O 6.933 0.359 1.732 0.13 -3.00 -5.64
H 1.703 -1.743 -0.201 1.69 2.22 -0.83
H 5.197 0.630 -1.653 -0.24 -0.38 0.73
H 5.317 -1.501 0.443 1.26 1.22 -1.11
H 6.827 -1.424 -3.795 -1.61 -0.58 1.14
H 5.160 -0.757 -3.316 1.06 -1.23 0.34
H 5.354 -2.586 -3.506 1.16 1.73 0.59
H 6.600 -3.687 -0.754 1.03 1.23 -0.52
C 0.299 -6.063 0.449 0.12 -0.22 0.17
C 0.443 -4.836 -0.411 0.46 0.56 -0.43
O 1.527 -4.461 -0.836 -0.22 -0.27 0.20
N -0.683 -4.132 -0.715 0.32 -0.24 0.13
C -2.045 -4.404 -0.316 0.13 0.19 -0.32
H 1.281 -6.514 0.604 -0.08 0.21 -0.14
H -0.114 -5.791 1.423 -0.17 -0.14 -0.09
H -0.344 -6.795 -0.046 -0.12 0.03 0.17
H -0.504 -3.323 -1.296 0.03 -0.14 0.02
H -2.645 -4.534 -1.220 -0.23 -0.05 0.14
H -2.415 -3.538 0.238 -0.24 -0.27 0.23
H -2.127 -5.295 0.305 0.06 0.22 -0.02
C -4.502 -8.374 1.334 -0.20 0.06 -0.04
C -3.153 -7.831 1.719 0.42 0.46 0.18
O -2.966 -6.637 1.925 -0.16 -0.29 -0.05
N -2.119 -8.709 1.837 -0.44 0.32 -0.06
C -2.134 -10.141 1.638 0.45 0.15 0.12
H -5.221 -7.555 1.280 0.24 -0.06 0.05
H -4.448 -8.851 0.353 -0.08 -0.13 0.12
H -4.847 -9.088 2.085 -0.01 -0.09 -0.17
H -1.247 -8.269 2.098 -0.11 -0.08 -0.05
H -1.814 -10.619 2.567 -0.09 -0.25 -0.14
H -1.419 -10.384 0.848 -0.12 -0.27 0.02
H -3.119 -10.511 1.360 0.11 0.15 0.04
C 1.860 2.475 0.638 0.00 0.02 -0.18
C 0.601 1.929 1.257 -0.28 -0.33 -0.10
O -0.119 1.124 0.674 -0.11 0.15 0.07
N 0.268 2.354 2.507 0.09 -0.21 -0.52
C 0.975 3.290 3.354 -0.47 -0.17 0.29
H 1.993 2.045 -0.356 -0.11 -0.07 0.27
H 1.786 3.561 0.538 0.13 0.00 0.17
H 2.725 2.207 1.249 0.04 0.14 -0.09
H -0.588 1.944 2.855 0.18 0.06 -0.05
H 1.235 2.778 4.285 0.21 0.20 0.04
H 0.305 4.121 3.578 0.36 0.11 0.08
H 1.881 3.671 2.886 -0.20 -0.07 0.01
C -4.819 -0.233 -2.854 -0.13 0.11 -0.17
C -3.874 -1.360 -2.536 0.47 -0.59 0.00
O -3.561 -2.202 -3.370 -0.17 0.18 0.06
N -3.363 -1.429 -1.277 -0.37 0.11 -0.65
C -3.606 -0.542 -0.161 0.47 -0.27 0.22
H -5.141 -0.312 -3.894 0.15 -0.11 0.17
H -5.702 -0.292 -2.213 0.07 0.18 0.03
H -4.315 0.727 -2.720 -0.16 0.00 0.11
H -2.737 -2.212 -1.141 -0.16 0.29 -0.04
H -2.649 -0.120 0.156 -0.15 0.20 0.16
H -4.025 -1.132 0.659 -0.08 0.23 0.12
H -4.292 0.264 -0.414 0.08 -0.16 -0.07
C 0.420 8.112 1.778 0.16 0.03 -0.18
C 0.141 7.267 2.991 0.11 -0.52 0.56
O 0.927 6.413 3.384 -0.09 0.33 -0.18
N -1.027 7.473 3.659 0.64 -0.03 -0.43
C -2.077 8.424 3.359 0.01 -0.47 0.48
H 1.386 7.831 1.355 -0.16 -0.06 0.19
H -0.350 7.947 1.021 0.01 0.19 0.03
H 0.458 9.168 2.057 -0.13 -0.01 -0.14
H -1.142 6.868 4.461 0.01 0.11 -0.13
H -2.201 9.079 4.223 -0.21 0.08 -0.26
H -3.002 7.869 3.196 0.00 0.34 -0.04
H -1.853 9.023 2.478 0.05 -0.14 0.11
C 4.064 -4.956 -6.395 -0.22 0.01 -0.03
C 5.393 -4.370 -6.001 0.33 0.78 0.19
O 5.541 -3.174 -5.792 -0.16 -0.50 -0.37
N 6.454 -5.217 -5.876 -0.32 0.16 -0.12
C 6.487 -6.647 -6.077 0.44 0.25 0.17
H 3.320 -4.160 -6.453 0.25 -0.05 0.07
H 4.140 -5.430 -7.377 -0.07 -0.14 0.11
H 3.737 -5.681 -5.646 -0.02 -0.08 -0.16
H 7.310 -4.749 -5.609 -0.15 -0.08 0.03
H 6.814 -7.115 -5.145 -0.08 -0.27 -0.13
H 7.214 -6.866 -6.862 -0.10 -0.30 0.00
H 5.515 -7.048 -6.361 0.09 0.15 0.05
C -4.993 11.284 2.051 0.14 0.03 -0.14
C -5.275 10.440 3.265 0.12 -0.48 0.46
O -4.492 9.585 3.660 -0.48 0.49 -0.19
N -6.445 10.650 3.931 0.44 -0.04 -0.29
C -7.491 11.600 3.628 -0.12 -0.26 0.40
H -4.027 11.001 1.630 -0.16 -0.04 0.18
H -5.762 11.119 1.293 0.02 0.19 0.03
H -4.953 12.339 2.329 -0.12 -0.02 -0.15
H -6.562 10.046 4.734 0.00 0.10 -0.13
H -7.616 12.258 4.491 -0.18 0.16 -0.19
H -8.418 11.047 3.463 -0.11 0.27 -0.10
H -7.264 12.198 2.747 0.05 -0.14 0.12